(1)
The following is a quantum chemistry calculation of a molecular structure, C5H7N3 at a distorted geometry, from the OMol25 dataset.

Atoms and positions in Å:
C1 -0.933 -0.640 -0.191
C2 1.148 -1.227 0.166
C3 1.151 0.085 -0.040
C4 0.449 1.976 0.233
C5 -0.127 0.480 -0.023
H1 -2.629 -1.216 -1.289
H2 -3.138 -0.067 0.024
H3 -0.269 -2.735 -0.334
H4 2.017 -1.958 0.411
H5 2.432 1.641 0.686
H6 0.176 2.684 -0.624
H7 0.283 2.313 1.318
N1 -2.359 -0.940 -0.206
N2 -0.089 -1.690 -0.010
N3 1.888 1.295 -0.121

Kohn-Sham gap	8.21	eV
HOMO level	-7.4	eV
ΔE to the lowest compared entry with this formula, charge and spin	125.7	kcal per mole
LUMO energy	0.85	eV

(2)
The following is a quantum chemistry calculation of a gas-phase ion, C4H10N3S (charge +1) at a distorted geometry, from the OMol25 dataset.

Atoms and positions in Å:
C1 -1.040 -1.064 0.317
C2 0.484 -1.165 0.197
C3 1.188 0.233 0.157
C4 2.674 0.266 -0.015
N1 -1.700 -2.055 -0.028
N2 -2.159 1.518 -0.772
N3 0.433 1.207 0.193
S1 -1.901 0.715 0.717
H1 0.816 -1.728 1.103
H2 0.800 -1.846 -0.571
H3 3.010 -0.244 0.764
H4 2.982 1.333 0.076
H5 2.989 -0.296 -0.880
H6 -2.677 -2.149 0.003
H7 -1.203 2.027 -0.869
H8 -3.192 0.225 0.972
H9 -2.482 0.890 -1.457
H10 0.976 2.132 0.094

charge	+1
Kohn-Sham gap	10.26	eV
HOMO level	-14.1	eV
ΔE to the lowest compared entry with this formula, charge and spin	70.0	kcal per mole
LUMO energy	-3.85	eV

(3)
The following is a quantum chemistry calculation of 2 unconnected molecules or ions with the total composition C4H10O, from the OMol25 dataset.

Atoms and positions in Å:
C1 -0.543 -0.489 -0.711
C2 -0.755 -1.530 0.377
O1 0.679 -0.494 -1.425
H1 1.392 0.469 -0.656
H2 -0.502 -1.082 -1.767
H3 -1.340 0.181 -1.033
H4 0.093 -1.533 1.064
H5 -0.847 -2.540 -0.029
H6 -1.660 -1.307 0.945
C3 -0.119 1.207 0.552
C4 1.273 1.274 0.247
H7 1.618 2.199 -0.213
H8 1.950 0.914 1.018
H9 -0.458 0.763 1.479
H10 -0.781 1.966 0.153

Kohn-Sham gap	9.29	eV
HOMO level	-8.5	eV
ΔE to the lowest compared entry with this formula, charge and spin	124.0	kcal per mole
LUMO energy	0.75	eV

(4)
The following is a quantum chemistry calculation of a molecular structure, C53H28Cl4CoN5, from the OMol25 dataset.

Atoms and positions in Å:
Co1 0.247 0.021 -0.058
Cl1 -4.863 -6.604 1.704
C1 -4.236 -5.003 1.440
C2 -3.603 -4.331 2.478
C3 -3.104 -3.064 2.265
C4 -3.221 -2.418 1.010
C5 -3.843 -3.155 -0.028
C6 -4.347 -4.420 0.184
C7 -2.662 -1.131 0.786
C8 -1.975 -0.389 1.843
C9 -2.460 -0.067 3.142
C10 -1.450 0.619 3.769
C11 -0.368 0.678 2.847
C12 0.943 1.062 3.113
C13 1.257 1.569 4.477
C14 1.671 2.884 4.663
C15 1.970 3.364 5.929
C16 1.859 2.512 7.014
Cl2 2.235 3.107 8.609
C17 1.457 1.197 6.856
C18 1.155 0.733 5.585
C19 2.009 0.934 2.218
N1 1.890 0.569 0.906
C20 3.146 0.453 0.420
C21 3.452 0.221 -0.933
C22 4.865 0.010 -1.336
C23 5.831 1.003 -1.194
C24 7.142 0.787 -1.592
C25 7.485 -0.436 -2.140
Cl3 9.133 -0.716 -2.642
C26 6.546 -1.440 -2.301
C27 5.239 -1.209 -1.899
C28 2.491 0.304 -1.964
C29 2.805 0.501 -3.356
C30 1.625 0.731 -3.988
C31 0.598 0.631 -2.992
N2 1.160 0.369 -1.772
C32 -0.772 0.714 -3.234
C33 -1.763 0.402 -2.310
C34 -3.156 0.277 -2.565
C35 -3.704 -0.311 -1.452
C36 -2.629 -0.511 -0.538
N3 -1.486 -0.054 -1.035
C37 -1.210 1.086 -4.610
C38 -1.356 2.422 -4.964
C39 -1.768 2.778 -6.240
C40 -2.033 1.781 -7.162
Cl4 -2.551 2.219 -8.768
C41 -1.895 0.443 -6.834
C42 -1.484 0.102 -5.554
C43 4.107 0.701 1.464
C44 3.396 1.034 2.572
N4 -0.752 0.090 1.655
H1 -3.486 -4.814 3.439
H2 -2.578 -2.567 3.067
H3 -3.899 -2.730 -1.020
H4 -4.812 -4.970 -0.623
H5 -3.436 -0.313 3.528
H6 -1.451 1.022 4.769
H7 1.757 3.538 3.804
H8 2.285 4.388 6.076
H9 1.385 0.546 7.717
H10 0.843 -0.294 5.444
H11 5.548 1.960 -0.775
H12 7.890 1.561 -1.486
H13 6.835 -2.389 -2.730
H14 4.492 -1.985 -2.013
H15 3.796 0.498 -3.780
H16 1.464 0.939 -5.034
H17 -3.658 0.565 -3.475
H18 -4.737 -0.564 -1.275
H19 -1.144 3.190 -4.230
H20 -1.883 3.816 -6.518
H21 -2.107 -0.319 -7.571
H22 -1.374 -0.939 -5.280
H23 5.177 0.636 1.363
H24 3.777 1.287 3.548
N5 0.498 -9.968 1.306
C45 0.517 -8.832 1.122
C46 0.540 -7.417 0.891
C47 1.752 -6.724 0.908
C48 1.776 -5.362 0.689
C49 0.594 -4.644 0.443
C50 -0.615 -5.360 0.427
C51 -0.646 -6.721 0.649
C52 0.608 -3.239 0.225
C53 0.573 -2.029 0.037
H25 2.672 -7.264 1.096
H26 2.714 -4.823 0.706
H27 -1.531 -4.817 0.236
H28 -1.589 -7.254 0.639

charge	-1
Kohn-Sham gap (spin up / spin down)	4.94 / 5.14	eV
multiplicity	4
expectation value of S²	3.894
HOMO level (spin up / spin down)	-3.6 / -5.0	eV
LUMO energy (spin up / spin down)	1.33 / 0.10	eV

(5)
The following is a quantum chemistry calculation of C3H4N2O2 in the gas phase at a distorted geometry, from the OMol25 dataset.

Atoms and positions in Å:
N1 1.795 -0.568 0.286
C1 0.474 -0.240 -0.055
C2 -0.241 -0.539 -1.132
O1 -1.450 0.131 -1.125
C3 -1.509 0.874 0.035
O2 -2.398 1.636 0.277
N2 -0.349 0.564 0.810
H1 1.893 -0.776 1.277
H2 2.379 0.243 0.098
H3 -0.035 -1.198 -1.957
H4 -0.600 -0.196 1.446

Kohn-Sham gap	9.73	eV
SMILES	Nc1coc(=O)[nH]1
HOMO level	-9.2	eV
ΔE to the lowest compared entry with this formula, charge and spin	47.2	kcal per mole
LUMO energy	0.51	eV

(6)
The following is a quantum chemistry calculation of 2 unconnected molecules or ions with the total composition C5H14NO at a distorted geometry, from the OMol25 dataset.

Atoms and positions in Å:
C1 -1.317 -0.660 -0.103
C2 -0.396 -0.491 -1.292
C3 0.940 -1.246 -1.108
C4 2.276 0.664 -0.262
C5 1.939 -0.635 -0.163
N1 -0.758 -0.308 1.238
H1 -2.248 -0.106 -0.184
H2 -1.563 -1.722 -0.114
H3 -0.118 0.531 -1.569
H4 -0.971 -0.747 -2.183
H5 0.729 -2.309 -0.952
H6 1.365 -1.313 -2.114
H7 1.563 1.299 -0.777
H8 3.177 1.075 0.167
H9 2.113 -1.146 0.783
H10 -1.450 -0.565 1.943
H11 -0.641 0.692 1.300
H12 0.092 -0.822 1.463
H13 -1.889 2.848 0.631
H14 -1.260 2.750 2.011
O1 -1.583 2.210 1.285

charge	+1
Kohn-Sham gap	9.78	eV
HOMO level	-12.9	eV
ΔE to the lowest compared entry with this formula, charge and spin	43.0	kcal per mole
LUMO energy	-3.17	eV